{
  "formula": "C36H39N3O3ReTe",
  "method": "ωB97M-V/def2-TZVPD",
  "s_squared": 0.796,
  "charge": 2,
  "lumo_energy_ha": [-0.2431, -0.2421],
  "relative_energy_ev": 2.112,
  "total_energy_ha": -2130.747349,
  "spin_multiplicity": 2,
  "homo_lumo_gap_ev": [7.10, 6.73],
  "symbols": ["Re", "C", "C", "N", "O", "C", "C", "N", "O", "H", "H", "H", "H", "H", "H", "H", "C", "C", "C", "C", "C", "C", "Te", "N", "C", "O", "C", "C", "C", "C", "C", "C", "C", "C", "C", "C", "C", "C", "C", "C", "C", "C", "C", "C", "H", "H", "H", "H", "H", "H", "H", "H", "H", "H", "H", "H", "H", "H", "H", "H", "H", "H", "H", "H", "H", "H", "H", "H", "H", "H", "H", "C", "C", "C", "C", "C", "C", "C", "H", "H", "H", "H", "H"],
  "xyz": [[1.18023, 0.94747, 1.27464], [3.23997, 3.43176, 4.24182], [2.83970, 2.48005, 3.17005], [1.59842, 2.30818, 2.78411], [0.59475, 3.03602, 3.35866], [3.75654, 1.60166, 2.46525], [5.18239, 1.33035, 2.79044], [3.07084, 1.00024, 1.54294], [3.09011, -0.12174, 0.89338], [2.82635, 3.13554, 5.21033], [2.88960, 4.44128, 4.01158], [4.32099, 3.46430, 4.34292], [0.91482, 3.40175, 4.19718], [5.27478, 0.92246, 3.79827], [5.77192, 2.24610, 2.73839], [5.59463, 0.61216, 2.08575], [0.28644, -7.27528, 1.23282], [0.25839, -5.80899, 0.91718], [-0.31588, -4.89560, 1.79158], [-0.35210, -3.53395, 1.52321], [-0.94175, -2.61495, 2.56088], [0.19796, -3.10987, 0.30774], [0.00020, -1.11323, -0.28519], [-1.78508, -0.60775, 0.46967], [-1.92402, 0.66737, 0.48802], [-1.07160, 1.47917, -0.24995], [-3.00276, 1.33446, 1.21028], [-3.77360, 0.59185, 2.11119], [-4.79779, 1.20366, 2.80555], [-5.06049, 2.55529, 2.60636], [-4.29732, 3.29582, 1.71424], [-3.26836, 2.69110, 1.01426], [-0.34936, -1.11044, -2.34372], [-1.36328, -1.92095, -2.85923], [-2.23016, -2.82878, -2.02868], [-1.53969, -1.89345, -4.23850], [-0.74948, -1.11174, -5.06993], [-0.94845, -1.11986, -6.55683], [0.25121, -0.32358, -4.50052], [0.48012, -0.30484, -3.13702], [1.57673, 0.55708, -2.56799], [0.86136, -3.98173, -0.56788], [1.60475, -3.53452, -1.80148], [0.86411, -5.32688, -0.23999], [-0.37135, -7.51670, 2.06482], [1.29858, -7.58484, 1.49888], [-0.01656, -7.86342, 0.36696], [-0.73847, -5.24844, 2.72485], [-0.75282, -3.01783, 3.55432], [-2.01937, -2.51632, 2.43532], [-0.51066, -1.61176, 2.52653], [-3.55802, -0.45787, 2.25346], [-5.39502, 0.63264, 3.50269], [-5.86658, 3.03121, 3.14852], [-4.51067, 4.34431, 1.55845], [-2.68323, 3.26620, 0.31178], [-2.37038, -2.47662, -1.00765], [-1.80549, -3.83452, -1.98650], [-3.21848, -2.91084, -2.47780], [-2.32341, -2.50385, -4.67105], [-1.88739, -1.59433, -6.83283], [-0.13834, -1.66787, -7.04140], [-0.93934, -0.10627, -6.95642], [0.86996, 0.29135, -5.14327], [2.17004, 0.99298, -3.36865], [2.26317, -0.01353, -1.93512], [1.16897, 1.38284, -1.97735], [2.01851, -2.52751, -1.70130], [0.97276, -3.55176, -2.69113], [2.44570, -4.20161, -1.98149], [1.37405, -6.01973, -0.89938], [0.00785, 2.16041, 0.38930], [0.14214, 3.51099, -0.15811], [1.12221, 4.38062, 0.33422], [1.28093, 5.64169, -0.20616], [0.47839, 6.05379, -1.26286], [-0.48628, 5.19646, -1.77365], [-0.65927, 3.93773, -1.22596], [1.76260, 4.06596, 1.14488], [2.03546, 6.30757, 0.19010], [0.60804, 7.03945, -1.68853], [-1.10902, 5.51233, -2.59934], [-1.41529, 3.28013, -1.63091]],
  "atomic_forces_ev_per_a": [[0.46, -0.64, 0.46], [-0.03, 0.01, -0.01], [-0.05, -0.04, -0.02], [-0.07, 0.03, -0.16], [-0.06, -0.04, -0.09], [0.08, -0.02, 0.02], [-0.02, -0.02, 0.00], [-0.13, 0.15, -0.04], [0.02, 0.05, 0.01], [0.01, 0.00, 0.01], [0.00, 0.00, 0.00], [0.00, -0.01, 0.01], [0.04, 0.06, 0.08], [0.01, 0.01, 0.00], [0.00, 0.00, 0.00], [-0.01, -0.01, 0.00], [0.00, 0.02, 0.00], [0.00, -0.02, 0.01], [0.03, -0.04, -0.01], [-0.01, 0.14, -0.01], [-0.02, -0.03, -0.04], [-0.10, -0.12, 0.02], [0.04, 0.12, 0.03], [0.05, 0.10, 0.03], [0.06, -0.11, -0.10], [-0.07, 0.14, 0.19], [-0.07, 0.03, 0.02], [0.02, 0.00, -0.04], [-0.01, 0.02, 0.01], [0.02, -0.02, -0.01], [-0.03, 0.02, 0.00], [0.05, -0.03, -0.01], [-0.02, -0.01, -0.08], [0.01, -0.01, 0.11], [-0.01, 0.00, -0.02], [0.00, 0.03, -0.01], [-0.01, -0.01, -0.04], [0.01, 0.00, 0.01], [0.00, -0.01, -0.02], [0.02, 0.01, 0.11], [-0.02, -0.02, -0.01], [0.05, 0.11, -0.06], [-0.05, -0.03, -0.01], [0.01, -0.02, 0.02], [0.00, -0.01, 0.00], [0.00, 0.00, 0.00], [0.00, 0.00, 0.00], [0.00, 0.00, 0.01], [0.01, -0.01, 0.00], [0.00, 0.03, -0.01], [0.01, 0.01, 0.03], [-0.01, -0.01, 0.01], [0.00, 0.00, 0.00], [0.00, 0.00, 0.00], [0.00, 0.00, 0.00], [-0.01, 0.01, 0.01], [-0.02, 0.00, 0.01], [0.02, 0.01, 0.02], [0.01, -0.01, -0.01], [-0.01, 0.00, 0.00], [0.00, 0.00, 0.00], [0.00, 0.00, 0.00], [0.00, 0.00, 0.00], [0.01, 0.01, 0.00], [0.00, 0.00, -0.01], [0.02, 0.02, 0.00], [0.02, -0.01, 0.00], [0.03, -0.01, -0.01], [0.00, 0.02, 0.01], [0.00, 0.00, 0.01], [0.00, 0.00, -0.01], [-0.30, 0.12, -0.46], [0.03, 0.04, 0.04], [0.00, -0.04, 0.01], [0.02, 0.03, 0.00], [-0.01, -0.03, 0.00], [0.00, 0.03, 0.01], [-0.03, -0.03, 0.03], [0.02, 0.00, -0.02], [0.00, 0.00, 0.00], [0.00, 0.01, 0.00], [0.00, 0.00, 0.00], [0.01, 0.00, -0.02]]
}

***

{
  "formula": "C6H10N2",
  "method": "ωB97M-V/def2-TZVPD",
  "lumo_energy_ha": 0.0397,
  "relative_energy_ev": 8.894,
  "total_energy_ha": -343.809850,
  "homo_lumo_gap_ev": 8.90,
  "symbols": ["C", "C", "C", "C", "C", "C", "H", "H", "H", "H", "H", "H", "H", "H", "H", "H", "N", "N"],
  "xyz": [[0.05936, 1.62275, -0.03655], [-0.94611, 0.60531, 0.34736], [-2.21602, 0.19421, -0.28807], [-0.28361, -1.59442, -0.04756], [0.94923, -0.68442, 0.26325], [2.41496, -0.13282, -0.30154], [-0.39102, 2.04817, -0.99923], [0.56917, 2.73800, 0.45747], [-0.60627, 0.23236, 1.47368], [-2.89899, -0.25064, 0.41650], [-2.94251, 0.46123, -1.10568], [-0.21139, -2.42207, -0.70013], [-0.76113, -1.98535, 0.98484], [0.91887, -0.41613, 1.37599], [3.11230, 0.35146, 0.40851], [2.97497, -0.81416, -1.18190], [-0.96743, -0.51200, -0.63283], [1.22563, 0.55853, -0.43413]],
  "atomic_forces_ev_per_a": [[3.38, 3.00, -3.37], [0.67, -0.16, 2.54], [-1.47, -1.77, 0.09], [0.16, 0.32, 2.37], [4.66, 1.06, 2.00], [0.70, -1.87, 0.12], [1.21, -0.48, 0.83], [-1.93, -3.80, -0.38], [-2.43, 0.89, -2.68], [0.01, -0.57, 0.73], [1.75, 0.86, 0.34], [0.38, -0.83, -0.78], [1.10, 0.84, -1.91], [0.67, -1.12, -1.35], [0.18, -0.96, -0.12], [-1.74, 2.29, 1.89], [-2.79, 2.73, 0.17], [-4.52, -0.41, -0.50]]
}

***

{
  "formula": "C4H6O2",
  "method": "ωB97M-V/def2-TZVPD",
  "smiles": "CC=C=O.C=O",
  "lumo_energy_ha": 0.0233,
  "relative_energy_ev": 2.171,
  "total_energy_ha": -306.426503,
  "homo_lumo_gap_ev": 9.41,
  "symbols": ["C", "C", "C", "O", "H", "H", "H", "H", "C", "O", "H", "H"],
  "xyz": [[-1.92598, -0.28649, 0.77256], [-0.71985, 0.32539, 0.10156], [-0.68400, 0.63932, -1.17268], [-0.63536, 0.91390, -2.31147], [-2.35270, 0.39988, 1.51225], [-2.70975, -0.52767, 0.04876], [-1.65354, -1.21155, 1.29161], [0.17916, 0.56178, 0.66901], [2.62762, -0.21112, -0.23528], [2.45632, 0.52106, 0.70824], [1.78796, -0.75383, -0.71023], [3.63013, -0.37067, -0.67434]],
  "atomic_forces_ev_per_a": [[-0.12, -0.04, 0.03], [0.05, 0.08, -0.20], [0.02, 0.14, -0.52], [-0.03, -0.23, 0.90], [0.06, -0.11, -0.10], [0.12, 0.04, 0.10], [-0.04, 0.14, -0.08], [-0.15, 0.00, -0.11], [-0.01, 0.24, 0.27], [0.11, -0.34, -0.44], [0.06, 0.06, 0.07], [-0.07, 0.03, 0.08]]
}